Record 1
This record from the Open Molecules 2025 dataset describes a cluster of 2 separate species, C3H8OS2 in total. The level of theory is ωB97M-V/def2-TZVPD.

The SMILES is C=[SH](=C)O.C=S. The total charge is 0. The calculation puts the LUMO energy (spin up / spin down) at -0.8 / -0.8 eV. As for the energy above the lowest of the compared OMol25 structures with the same formula, charge and spin: 172.6 kcal per mole. The HOMO energy (spin up / spin down) is -8.1 / -8.1 eV. The HOMO-LUMO gap (spin up / spin down) is 7.3 / 7.3 eV.

Geometry as XYZ:
```
14
C3H8OS2, DFT ωB97M-V/def2-TZVPD
C -1.29684 -0.99036 -1.24273
C 4.22305 0.20236 -0.98062
C 0.47365 1.10666 -0.55488
O -1.47447 0.36143 1.52508
S 3.56908 -1.25959 -0.35660
S -0.54987 -0.09777 -0.02228
H -1.60793 -1.93570 -0.91305
H -2.11900 -0.53590 -1.59673
H 3.53420 1.08660 -1.19952
H 5.18438 0.39060 -1.39104
H 0.81375 1.60812 0.28854
H 0.03141 1.73109 -1.24285
H -0.91747 0.70250 2.20860
H 0.20829 -1.03518 0.46060
```

---

Record 2
This record from the Open Molecules 2025 dataset describes a structure of composition C3H8OSi. The level of theory is ωB97M-V/def2-TZVPD.

The total charge is 0. The calculation puts the LUMO energy at -0.4 eV. As for the energy above the lowest of the compared OMol25 structures with the same formula, charge and spin: 125.5 kcal per mole. The HOMO energy is -8.5 eV. The HOMO-LUMO gap is 8.1 eV.

Geometry as XYZ:
```
13
C3H8OSi, DFT ωB97M-V/def2-TZVPD
C -0.70193 -0.58444 1.05176
C -1.01512 -1.63604 0.50713
C -0.61729 0.17691 2.31449
O 0.44467 -0.49224 -1.11112
Si 1.67040 -0.23564 -1.95908
H -1.13810 2.33185 -2.03731
H -1.13304 -2.45977 -0.05659
H -1.54243 0.83656 2.47924
H -0.34146 -0.52685 3.16841
H 0.11435 0.90946 2.17294
H 2.56467 -1.23617 -2.30652
H 2.28887 1.04490 -2.60369
H -0.59359 1.87146 -1.61965
```

---

Record 3
This record from the Open Molecules 2025 dataset describes a cluster of 2 separate species, C3H8P2 in total. The level of theory is ωB97M-V/def2-TZVPD.

The SMILES is C=PC.C=P. The total charge is 0. The calculation puts the LUMO energy at 0.0 eV. As for the energy above the lowest of the compared OMol25 structures with the same formula, charge and spin: 48.9 kcal per mole. The HOMO energy is -9.0 eV. The HOMO-LUMO gap is 9.0 eV.

Geometry as XYZ:
```
13
C3H8P2, DFT ωB97M-V/def2-TZVPD
C -0.45548 1.31058 -0.94541
C 1.74600 -0.49343 2.47157
C -1.37260 -1.07686 -1.83667
P 1.65090 1.06373 1.78358
P -0.50366 -0.31405 -0.41175
H -0.65212 1.33107 -2.01213
H 0.04634 2.04601 -0.44259
H 2.74270 -0.80430 2.25378
H 1.13314 -0.95286 3.32901
H -1.25789 -2.14524 -1.88413
H -2.42908 -0.73409 -1.86365
H -0.95530 -0.72398 -2.71790
H 0.30705 1.49344 2.27630
```

---

Record 4
This record from the Open Molecules 2025 dataset describes an isolated molecule of C3H8P2. The level of theory is ωB97M-V/def2-TZVPD.

The SMILES is [H]/P=C/PCC. The total charge is 0. The calculation puts the LUMO energy at 0.2 eV. As for the energy above the lowest of the compared OMol25 structures with the same formula, charge and spin: 46.1 kcal per mole. The HOMO energy is -8.9 eV. The HOMO-LUMO gap is 9.1 eV.

Geometry as XYZ:
```
13
C3H8P2, DFT ωB97M-V/def2-TZVPD
C -0.98755 1.63037 0.54841
C 0.80801 -1.51500 -0.45857
C 1.22465 -0.01169 -0.30645
P -2.51859 1.02073 0.66454
P 0.00954 1.01382 -1.37382
H -0.37742 1.88105 1.40510
H 1.58174 -2.09521 0.13646
H -0.12955 -1.57166 0.19905
H 0.46068 -1.96396 -1.42508
H 2.27274 0.05660 -0.45451
H 1.10954 0.37735 0.69495
H -2.57930 1.26668 2.05698
H -0.87450 -0.08907 -1.68707
```

---

Record 5
This record from the Open Molecules 2025 dataset describes a cluster of 2 separate species, C3H8S in total. The level of theory is ωB97M-V/def2-TZVPD.

The SMILES is C=CC.S. The total charge is 0. The calculation puts the LUMO energy at 0.8 eV. As for the energy above the lowest of the compared OMol25 structures with the same formula, charge and spin: 50.5 kcal per mole. The HOMO energy is -9.0 eV. The HOMO-LUMO gap is 9.8 eV.

Geometry as XYZ:
```
12
C3H8S, DFT ωB97M-V/def2-TZVPD
S 1.98507 0.38010 0.35470
H 2.41214 1.31311 1.32544
H 2.92386 0.73812 -0.56744
C -1.04395 -1.53425 -0.72290
C -1.68112 0.01659 -0.59634
C -2.00057 0.68663 0.54145
H -1.70457 -2.20125 -0.15366
H -0.96888 -1.74196 -1.81869
H -0.05612 -1.48748 -0.23943
H -1.72244 0.59188 -1.66046
H -2.80043 1.42630 0.68878
H -1.49087 0.26589 1.41692
```

---

Record 6
This record from the Open Molecules 2025 dataset describes a cluster of 2 separate species, C3H8S2 in total. The level of theory is ωB97M-V/def2-TZVPD.

The expectation value of S² is 0.7543. The total charge is -1. The calculation puts the LUMO energy (spin up / spin down) at 3.4 / 1.6 eV. As for the energy above the lowest of the compared OMol25 structures with the same formula, charge and spin: 34.7 kcal per mole. The HOMO energy (spin up / spin down) is -2.7 / -2.3 eV. As for the multiplicity: 2. The HOMO-LUMO gap (spin up / spin down) is 6.1 / 3.9 eV.

Geometry as XYZ:
```
13
C3H8S2, DFT ωB97M-V/def2-TZVPD
C 0.84590 -0.62321 1.26796
C 0.62858 -1.59659 0.13649
S 1.87976 0.78970 0.85402
S -1.99711 -0.22304 -0.72703
C -1.12048 1.17396 -1.48700
H 0.43981 -1.04511 -0.80775
H -0.16679 -0.28236 1.58344
H 1.29687 -1.20742 2.25932
H 1.37328 -2.41093 -0.02968
H -0.22206 -2.21850 0.38066
H -1.59890 2.09568 -0.96946
H -1.31762 1.21907 -2.57104
H -0.05108 1.05808 -1.38189
```

---

Record 7
This record from the Open Molecules 2025 dataset describes an isolated molecule of C3H8S2. The level of theory is ωB97M-V/def2-TZVPD.

The SMILES is SCCCS. The total charge is 0. The calculation puts the LUMO energy at 0.8 eV. As for the energy above the lowest of the compared OMol25 structures with the same formula, charge and spin: 20.0 kcal per mole. The HOMO energy is -9.0 eV. The HOMO-LUMO gap is 9.8 eV.

Geometry as XYZ:
```
13
C3H8S2, DFT ωB97M-V/def2-TZVPD
S -0.86542 -0.01974 2.55585
S 1.61314 1.02215 -1.33700
C 0.15438 -0.35520 1.04572
C 0.11040 -0.08783 -1.39228
C -0.71724 0.09077 -0.09379
H -0.17270 -0.53929 3.62479
H 1.36460 1.84236 -2.43745
H 0.25161 -1.48453 0.93208
H 1.17854 -0.03003 1.07828
H -0.57319 0.26755 -2.17519
H 0.32937 -1.16123 -1.67958
H -1.10854 1.10308 0.05311
H -1.56494 -0.64806 -0.17457
```

---

Record 8
This record from the Open Molecules 2025 dataset describes a cluster of 2 separate species, C3H8S3 in total. The level of theory is ωB97M-V/def2-TZVPD.

The total charge is 0. The calculation puts the LUMO energy (spin up / spin down) at -1.0 / -1.0 eV. As for the energy above the lowest of the compared OMol25 structures with the same formula, charge and spin: 72.0 kcal per mole. The HOMO energy (spin up / spin down) is -7.9 / -7.9 eV. The HOMO-LUMO gap (spin up / spin down) is 7.0 / 6.9 eV.

Geometry as XYZ:
```
14
C3H8S3, DFT ωB97M-V/def2-TZVPD
C -2.16941 -0.50872 1.53167
C -1.14018 0.56786 1.24761
C 1.79299 0.55345 -1.80794
S -0.14474 0.01208 -0.28635
S 1.98554 -1.20326 -2.09247
S 3.12419 1.33514 -1.16230
H -1.59907 -1.49973 1.51133
H -2.50750 -0.53608 2.50360
H -3.02663 -0.68202 0.91483
H -1.49822 1.55447 0.87753
H -0.45769 0.77430 2.09538
H 1.16849 1.00492 -2.59930
H 0.81150 -1.63979 -1.91411
H 3.66072 0.26740 -0.81947
```

---

Record 9
This record from the Open Molecules 2025 dataset describes a cluster of 2 separate species, C3H8S3 in total. The level of theory is ωB97M-V/def2-TZVPD.

The total charge is 0. The calculation puts the LUMO energy (spin up / spin down) at 0.1 / -1.1 eV. As for the energy above the lowest of the compared OMol25 structures with the same formula, charge and spin: 96.6 kcal per mole. The HOMO energy (spin up / spin down) is -8.3 / -8.1 eV. The HOMO-LUMO gap (spin up / spin down) is 8.4 / 7.0 eV.

Geometry as XYZ:
```
14
C3H8S3, DFT ωB97M-V/def2-TZVPD
C 1.52838 -0.96547 -0.79120
C 1.00950 -1.13783 0.56578
C -1.01233 0.59072 0.26597
S -1.82440 1.12854 1.84983
S -1.90888 -0.32561 -0.85319
S 0.12347 1.99859 -0.26201
H 2.57812 -1.26167 -0.76885
H 1.44712 0.14816 -0.99761
H 0.81428 -1.45619 -1.57707
H 0.46346 -2.05518 0.72315
H 1.22788 -0.40534 1.28040
H -0.87099 0.45661 2.63994
H -2.61066 0.56547 -1.68270
H -0.96495 2.71920 -0.39241
```

---

Record 10
This record from the Open Molecules 2025 dataset describes a structure of composition C3H8S3. The level of theory is ωB97M-V/def2-TZVPD.

The total charge is 0. The calculation puts the LUMO energy at 0.4 eV. As for the energy above the lowest of the compared OMol25 structures with the same formula, charge and spin: 80.2 kcal per mole. The HOMO energy is -8.6 eV. The HOMO-LUMO gap is 9.0 eV.

Geometry as XYZ:
```
14
C3H8S3, DFT ωB97M-V/def2-TZVPD
C -1.03820 -0.88759 -0.30737
C -0.02807 0.22338 0.36943
C 1.34171 -0.38900 0.59887
H -3.11726 0.21498 0.71892
H -0.56605 -1.04831 -1.22724
H -1.14148 -1.84117 0.36931
H -0.42159 0.43443 1.32723
H -0.50453 1.72185 -1.51947
H 1.34835 -1.67043 0.65697
H 2.03352 -0.21897 1.53697
H 2.02184 1.46690 -1.21291
S -2.63241 0.04636 -0.53556
S 0.08966 2.03732 -0.07067
S 2.61451 -0.08974 -0.70447
```

---

Record 11
This record from the Open Molecules 2025 dataset describes an isolated molecule of C3H8Se. The level of theory is ωB97M-V/def2-TZVPD.

The SMILES is CC(C)[SeH]. The total charge is 0. The calculation puts the LUMO energy at 0.8 eV. As for the energy above the lowest of the compared OMol25 structures with the same formula, charge and spin: 0.0 kcal per mole. The HOMO energy is -8.6 eV. The HOMO-LUMO gap is 9.4 eV.

Geometry as XYZ:
```
12
C3H8Se, DFT ωB97M-V/def2-TZVPD
C -0.38272 -1.33139 -0.26656
C 1.10404 0.70750 0.12675
C -0.11674 -0.01277 0.51111
Se -1.92690 1.27162 0.36001
H -1.41570 -1.83075 -0.02436
H 0.48922 -1.90670 -0.04632
H -0.37951 -1.21356 -1.40693
H 1.26703 1.64827 0.76005
H 1.99406 0.07443 0.12926
H 0.90297 0.98409 -0.90957
H -0.20362 -0.37725 1.57355
H -1.33212 1.98651 -0.80699
```

---

Record 12
This record from the Open Molecules 2025 dataset describes a structure of composition C3H9AgBrO4P. The level of theory is ωB97M-V/def2-TZVPD.

The expectation value of S² is 0.7526. The total charge is +1. The calculation puts the LUMO energy (spin up / spin down) at -5.1 / -8.3 eV. As for the energy above the lowest of the compared OMol25 structures with the same formula, charge and spin: 0.0 kcal per mole. The HOMO energy (spin up / spin down) is -14.5 / -14.5 eV. As for the multiplicity: 2. The HOMO-LUMO gap (spin up / spin down) is 9.4 / 6.2 eV.

Geometry as XYZ:
```
19
C3H9AgBrO4P, DFT ωB97M-V/def2-TZVPD
Ag -13.84521 -25.89748 -22.80236
Br -14.96286 -23.45543 -23.16531
C -15.47914 -23.28853 -18.91484
O -14.84483 -24.45838 -18.48772
P -13.46616 -25.03769 -19.18323
O -13.65430 -25.44706 -20.58176
O -12.89861 -26.19754 -18.18169
C -13.59948 -27.39285 -18.00722
O -12.50943 -23.68857 -19.02416
C -12.10809 -23.13153 -20.32254
H -16.25503 -22.92131 -18.24309
H -15.91616 -23.43781 -19.90217
H -14.69305 -22.54377 -19.03927
H -14.50735 -27.49196 -18.60224
H -13.99202 -27.47792 -16.99392
H -12.95647 -28.26323 -18.13782
H -11.71239 -22.11609 -20.30271
H -12.97983 -23.08102 -20.97494
H -11.48465 -23.75367 -20.96471
```